# 1
{"formula": "C5H12O2", "method": "the ωB97M-V functional and the def2-TZVPD basis", "elements": ["C", "C", "C", "O", "C", "C", "O", "H", "H", "H", "H", "H", "H", "H", "H", "H", "H", "H", "H"], "coordinates": [[2.410389, -0.980145, 0.075200], [1.625373, 0.262248, 0.360350], [0.215536, 0.316446, 0.497045], [-0.231118, 1.374185, 1.266670], [-0.718795, -0.169212, -0.549960], [-2.175671, -0.334349, -0.247882], [-2.708489, 0.911795, 0.229189], [3.196836, -0.798973, -0.666501], [2.919180, -1.337530, 0.983858], [1.784542, -1.798351, -0.298150], [1.109304, 1.275726, -1.522160], [2.154829, 1.098764, 0.809411], [0.036636, -0.713726, 0.975174], [-1.127936, 1.587327, 0.956500], [-0.298552, -0.861783, -1.275009], [0.355749, 1.191488, -1.707415], [-2.395377, -1.120866, 0.495263], [-2.685430, -0.624862, -1.177006], [-3.467008, 0.721812, 0.795423]], "forces_ev_per_a": [[-0.1, 0.0, -0.1], [1.1, 0.2, 0.0], [-0.8, -1.1, 0.1], [-0.1, 0.3, 0.0], [-0.2, 0.0, -0.3], [0.1, -0.2, -0.2], [-0.3, 0.0, 0.1], [-0.1, 0.0, 0.1], [-0.1, 0.1, -0.1], [0.1, 0.1, 0.0], [-0.4, 0.1, -0.3], [0.0, -0.1, -0.1], [0.1, 0.2, 0.5], [0.1, 0.0, 0.1], [-0.1, 0.1, 0.1], [0.6, 0.2, -0.1], [0.1, 0.1, -0.1], [0.1, 0.0, 0.1], [0.1, 0.1, -0.1]], "nbo_charge": [-0.6690, -0.1287, -0.0231, -0.7103, -0.2486, -0.1310, -0.7429, 0.2268, 0.2190, 0.2080, -0.0143, 0.2110, 0.2570, 0.5021, 0.2099, 0.0043, 0.1660, 0.1849, 0.4788], "charge": 0, "lumo_energy_ev": [0.22, 0.57], "gap_ev": [7.603, 8.078], "homo_energy_ev": [-7.386, -7.511], "largest_force_ev_per_a": 1.42, "total_energy_ev": -9469.3840}


# 2
{"formula": "C47H45CaGeIN10O2Se", "method": "the ωB97M-V functional and the def2-TZVPD basis", "elements": ["Ca", "C", "C", "N", "C", "C", "C", "O", "C", "C", "N", "C", "C", "C", "C", "C", "C", "I", "C", "O", "H", "H", "H", "H", "H", "H", "H", "H", "H", "H", "H", "H", "C", "C", "C", "C", "N", "C", "N", "C", "N", "C", "N", "C", "C", "C", "C", "C", "N", "C", "C", "C", "C", "C", "C", "H", "H", "H", "H", "H", "H", "H", "H", "H", "H", "H", "H", "N", "C", "C", "C", "C", "C", "C", "C", "N", "C", "C", "N", "C", "H", "H", "H", "H", "H", "H", "H", "C", "Ge", "C", "C", "C", "Se", "C", "H", "H", "H", "H", "H", "H", "H", "H", "H", "H", "H", "H", "H", "H"], "coordinates": [[-0.058300, -0.268308, 0.454053], [3.959396, -2.024271, 2.245951], [4.085260, -0.533770, 2.167318], [5.152669, 0.046190, 2.642397], [5.204124, 1.402037, 2.679601], [4.178109, 2.211573, 2.279849], [4.305978, 3.698602, 2.487153], [4.285699, 4.450933, 1.273039], [3.013686, 1.613133, 1.715332], [1.902418, 2.458230, 1.354150], [0.754764, 2.111092, 0.869178], [-0.185009, 3.176348, 0.718517], [-0.359327, 4.142095, 1.705767], [-1.275177, 5.168441, 1.524637], [-2.027744, 5.238206, 0.362202], [-1.875212, 4.260606, -0.611302], [-0.970696, 3.229247, -0.428622], [-2.928314, 0.546407, 0.767814], [2.970435, 0.203735, 1.608317], [2.012358, -0.439212, 1.072802], [3.339930, -2.287767, 3.109133], [4.941710, -2.474540, 2.377572], [3.448333, -2.428010, 1.373398], [6.108558, 1.829234, 3.098795], [5.225049, 3.898687, 3.045021], [3.478399, 4.086309, 3.083464], [4.995000, 4.110426, 0.718485], [2.071455, 3.523103, 1.519842], [0.195816, 4.068004, 2.632517], [-1.411070, 5.906265, 2.304699], [-2.749042, 6.033293, 0.227798], [-2.486279, 4.280572, -1.504359], [-0.762817, -1.912781, 5.008722], [-0.120377, -3.144818, 4.938266], [0.343526, -3.607952, 3.722062], [0.128869, -2.814507, 2.598738], [-0.428998, -1.595958, 2.670712], [-0.883878, -1.169572, 3.848714], [0.526958, -3.153528, 1.310742], [-0.389553, -3.122412, 0.414001], [-0.070917, -2.744720, -0.889886], [-1.227498, -2.483142, -1.500372], [-1.405799, -1.894562, -2.664683], [-0.834513, -0.768688, -3.070801], [-1.271042, -0.261896, -4.336595], [-0.776369, 0.897603, -4.838602], [0.222841, 1.582028, -4.124149], [0.583335, 1.035153, -2.923653], [0.075694, -0.048701, -2.336720], [-2.390108, -2.903300, -0.674710], [-3.740730, -2.930689, -0.940218], [-4.578212, -3.348623, 0.087394], [-4.063259, -3.712817, 1.328634], [-2.696942, -3.670413, 1.585978], [-1.869914, -3.256339, 0.558637], [-1.146361, -1.530246, 5.943531], [0.008083, -3.745009, 5.830090], [0.835017, -4.564937, 3.617248], [-1.363895, -0.197367, 3.841818], [-2.032903, -0.830569, -4.849324], [-1.133807, 1.286205, -5.783648], [0.699335, 2.460847, -4.529289], [-0.892893, 2.443771, -1.170469], [-4.121837, -2.621631, -1.903720], [-5.648271, -3.379115, -0.070113], [-4.741686, -4.022537, 2.112770], [-2.312500, -3.936543, 2.561991], [3.515716, -9.548248, -0.224583], [3.595552, -8.416915, -0.408265], [3.698158, -7.000781, -0.638008], [2.564051, -6.196927, -0.551522], [2.662888, -4.833643, -0.758905], [3.897313, -4.281283, -1.070524], [5.032635, -5.076098, -1.168185], [4.934446, -6.436408, -0.943812], [3.997272, -2.884143, -1.277087], [5.033758, -2.069848, -0.871867], [4.649145, -0.806267, -1.183994], [3.409767, -0.820173, -1.786701], [3.043489, -2.074279, -1.814005], [1.608560, -6.639183, -0.304272], [1.798143, -4.193028, -0.659877], [5.984046, -4.633605, -1.430683], [5.809662, -7.067092, -1.014948], [5.893654, -2.452403, -0.351792], [5.175030, 0.109573, -0.968866], [2.097731, -2.450095, -2.170346], [5.495296, 2.840208, -1.399736], [5.218179, 2.307722, -3.265470], [5.424956, 3.870704, -4.416845], [6.424179, 0.883400, -3.819646], [3.357060, 1.662910, -3.554942], [2.169249, 1.765749, -2.032792], [1.873063, 3.679225, -2.155238], [6.463726, 2.482731, -1.047845], [4.730703, 2.444770, -0.728057], [5.488371, 3.930626, -1.343680], [6.434169, 4.274961, -4.335258], [4.721821, 4.656799, -4.137350], [5.247536, 3.605083, -5.459319], [7.443431, 1.111563, -3.506792], [6.412854, 0.786425, -4.905512], [6.129566, -0.067943, -3.379706], [3.354931, 0.608943, -3.822586], [2.889458, 2.241167, -4.350232], [2.857747, 4.134064, -2.255424], [1.399006, 4.010225, -1.236628], [1.249182, 3.919266, -3.010009]], "forces_ev_per_a": [[0.0, -0.1, -0.1], [0.0, 0.0, 0.0], [0.0, 0.0, 0.0], [0.0, 0.0, 0.0], [0.0, 0.0, 0.0], [0.0, 0.0, 0.0], [0.0, 0.0, 0.0], [0.0, 0.0, 0.0], [0.0, 0.0, 0.0], [0.0, 0.0, 0.0], [-0.1, 0.0, -0.1], [0.0, 0.0, 0.0], [0.0, 0.0, 0.0], [0.0, 0.0, 0.0], [0.0, 0.0, 0.0], [0.0, 0.0, 0.0], [0.0, 0.0, 0.0], [-0.1, -0.1, 0.0], [0.0, 0.0, -0.1], [0.1, 0.1, 0.1], [0.0, 0.0, 0.0], [0.0, 0.0, 0.0], [0.0, 0.0, 0.0], [0.0, 0.0, 0.0], [0.0, 0.0, 0.0], [0.0, 0.0, 0.0], [0.0, 0.0, 0.0], [0.0, 0.0, 0.0], [0.0, 0.0, 0.0], [0.0, 0.0, 0.0], [0.0, 0.0, 0.0], [0.0, 0.0, 0.0], [0.0, 0.0, 0.0], [0.0, 0.0, 0.0], [0.0, 0.0, 0.0], [0.0, 0.0, -0.1], [-0.1, 0.0, 0.1], [0.1, 0.0, 0.0], [0.0, -0.1, 0.0], [0.1, 0.2, 0.0], [-0.1, 0.2, 0.2], [0.1, -0.2, -0.2], [-0.6, 0.3, 0.3], [0.3, 0.0, -0.2], [0.0, -0.1, 0.0], [0.0, 0.0, 0.0], [0.1, 0.0, 0.1], [0.0, 0.0, 0.0], [0.0, -0.1, 0.0], [0.1, -0.2, -0.1], [0.0, 0.0, 0.0], [0.0, 0.0, 0.0], [0.0, 0.0, 0.0], [0.0, 0.0, 0.0], [-0.1, -0.1, 0.0], [0.0, 0.0, 0.0], [0.0, 0.0, 0.0], [0.0, 0.0, 0.0], [0.0, 0.0, 0.0], [0.0, 0.0, 0.0], [0.0, 0.0, 0.0], [0.0, 0.0, 0.0], [0.0, 0.0, 0.0], [0.0, 0.0, 0.0], [0.0, 0.0, 0.0], [0.0, 0.0, 0.0], [0.0, 0.0, 0.0], [0.0, 0.0, 0.0], [0.0, 0.0, 0.0], [0.0, 0.0, 0.0], [0.0, 0.0, 0.0], [0.0, 0.0, 0.0], [0.0, 0.0, 0.0], [0.0, 0.0, 0.0], [0.0, 0.0, 0.0], [0.0, 0.0, 0.0], [0.0, 0.0, 0.0], [0.0, 0.0, 0.0], [0.1, 0.0, -0.1], [0.0, 0.0, 0.0], [0.0, 0.0, 0.0], [0.0, 0.0, 0.0], [0.0, 0.0, 0.0], [0.0, 0.0, 0.0], [0.0, 0.0, 0.0], [0.0, 0.0, 0.0], [0.0, 0.0, 0.0], [0.0, 0.0, 0.0], [0.0, 0.0, 0.0], [0.0, 0.0, 0.0], [0.0, 0.0, 0.0], [0.0, 0.0, 0.0], [0.1, -0.1, 0.1], [0.0, 0.0, 0.0], [0.0, 0.0, 0.0], [0.0, 0.0, 0.0], [0.0, 0.0, 0.0], [0.0, 0.0, 0.0], [0.0, 0.0, 0.0], [0.0, 0.0, 0.0], [0.0, 0.0, 0.0], [0.0, 0.0, 0.0], [0.0, 0.0, 0.0], [0.0, 0.0, 0.0], [0.0, 0.0, 0.0], [0.0, 0.0, 0.0], [0.0, 0.0, 0.0], [0.0, 0.0, 0.0]], "lowdin_charge": [0.9943, -0.0223, -0.2660, 0.1160, -0.1165, -0.1769, -0.2061, -0.0693, -0.0868, -0.1049, 0.0047, -0.3350, -0.0289, -0.0763, -0.0863, -0.0832, -0.1423, -0.0403, -0.3258, -0.2422, 0.0852, 0.0786, 0.0535, 0.1038, 0.1159, 0.1228, 0.0459, 0.1116, 0.1137, 0.1032, 0.1011, 0.1085, -0.0635, -0.0662, -0.0167, -0.3687, 0.0472, -0.1292, 0.1746, -0.3477, 0.1151, -0.3279, 0.1571, -0.3273, -0.0010, -0.0599, -0.1144, -0.4822, 0.0671, -0.1514, -0.0209, -0.0642, -0.0603, -0.0044, -0.1263, 0.1013, 0.1079, 0.1142, 0.0949, 0.1132, 0.1120, 0.0888, 0.0739, 0.1179, 0.1058, 0.1055, 0.1117, 0.1555, -0.1834, -0.2312, -0.0029, 0.0129, -0.1790, -0.0002, -0.0196, -0.0079, -0.0527, -0.1480, 0.0315, -0.1255, 0.1251, 0.0737, 0.1162, 0.1217, 0.1265, 0.0923, 0.1171, -0.2188, 0.7798, -0.2167, -0.2042, -0.4583, 1.2512, -0.2232, 0.0375, -0.0081, 0.0273, 0.0251, 0.0172, 0.0244, 0.0270, 0.0259, 0.0046, 0.0268, 0.0265, 0.0349, 0.0283, 0.0452], "charge": 0, "lumo_energy_ev": -0.47, "gap_ev": 6.915, "homo_energy_ev": -7.382, "largest_force_ev_per_a": 0.73, "total_energy_ev": -216870.9284}


# 3
{"formula": "C4H5Cl", "method": "the ωB97M-V functional and the def2-TZVPD basis", "elements": ["C", "C", "C", "C", "Cl", "H", "H", "H", "H", "H"], "coordinates": [[2.985915, -0.454862, -0.020927], [1.959336, 0.172046, -0.067971], [0.577026, 0.853662, 0.043098], [-0.342822, -0.360604, 0.163870], [-2.096081, -0.103026, -0.072934], [3.983518, -0.713245, -0.282321], [0.517723, 1.397951, 0.936315], [0.408946, 1.490163, -0.845523], [-0.104813, -1.062466, -0.497219], [-0.248724, -0.622422, 1.220196]], "forces_ev_per_a": [[-0.1, 0.8, -0.7], [-1.5, 1.1, 0.6], [1.6, -1.9, -2.0], [-1.3, 3.1, 3.1], [-0.1, 0.5, -0.1], [0.1, -0.5, 0.3], [0.1, 1.1, 1.1], [0.0, -0.4, 0.5], [1.1, -3.1, -2.4], [0.0, -0.8, -0.4]], "nbo_charge": [-0.2573, -0.0037, -0.4640, -0.3309, -0.0800, 0.2399, 0.2322, 0.2418, 0.2058, 0.2161], "charge": 0, "lumo_energy_ev": 0.97, "gap_ev": 11.406, "homo_energy_ev": -10.433, "largest_force_ev_per_a": 4.55, "total_energy_ev": -16749.0825, "smiles": "C#CCCCl"}


Copy entry 3 word for word.
{"formula": "C4H5Cl", "method": "the ωB97M-V functional and the def2-TZVPD basis", "elements": ["C", "C", "C", "C", "Cl", "H", "H", "H", "H", "H"], "coordinates": [[2.985915, -0.454862, -0.020927], [1.959336, 0.172046, -0.067971], [0.577026, 0.853662, 0.043098], [-0.342822, -0.360604, 0.163870], [-2.096081, -0.103026, -0.072934], [3.983518, -0.713245, -0.282321], [0.517723, 1.397951, 0.936315], [0.408946, 1.490163, -0.845523], [-0.104813, -1.062466, -0.497219], [-0.248724, -0.622422, 1.220196]], "forces_ev_per_a": [[-0.1, 0.8, -0.7], [-1.5, 1.1, 0.6], [1.6, -1.9, -2.0], [-1.3, 3.1, 3.1], [-0.1, 0.5, -0.1], [0.1, -0.5, 0.3], [0.1, 1.1, 1.1], [0.0, -0.4, 0.5], [1.1, -3.1, -2.4], [0.0, -0.8, -0.4]], "nbo_charge": [-0.2573, -0.0037, -0.4640, -0.3309, -0.0800, 0.2399, 0.2322, 0.2418, 0.2058, 0.2161], "charge": 0, "lumo_energy_ev": 0.97, "gap_ev": 11.406, "homo_energy_ev": -10.433, "largest_force_ev_per_a": 4.55, "total_energy_ev": -16749.0825, "smiles": "C#CCCCl"}


Please write out number 1 again, unchanged.
{"formula": "C5H12O2", "method": "the ωB97M-V functional and the def2-TZVPD basis", "elements": ["C", "C", "C", "O", "C", "C", "O", "H", "H", "H", "H", "H", "H", "H", "H", "H", "H", "H", "H"], "coordinates": [[2.410389, -0.980145, 0.075200], [1.625373, 0.262248, 0.360350], [0.215536, 0.316446, 0.497045], [-0.231118, 1.374185, 1.266670], [-0.718795, -0.169212, -0.549960], [-2.175671, -0.334349, -0.247882], [-2.708489, 0.911795, 0.229189], [3.196836, -0.798973, -0.666501], [2.919180, -1.337530, 0.983858], [1.784542, -1.798351, -0.298150], [1.109304, 1.275726, -1.522160], [2.154829, 1.098764, 0.809411], [0.036636, -0.713726, 0.975174], [-1.127936, 1.587327, 0.956500], [-0.298552, -0.861783, -1.275009], [0.355749, 1.191488, -1.707415], [-2.395377, -1.120866, 0.495263], [-2.685430, -0.624862, -1.177006], [-3.467008, 0.721812, 0.795423]], "forces_ev_per_a": [[-0.1, 0.0, -0.1], [1.1, 0.2, 0.0], [-0.8, -1.1, 0.1], [-0.1, 0.3, 0.0], [-0.2, 0.0, -0.3], [0.1, -0.2, -0.2], [-0.3, 0.0, 0.1], [-0.1, 0.0, 0.1], [-0.1, 0.1, -0.1], [0.1, 0.1, 0.0], [-0.4, 0.1, -0.3], [0.0, -0.1, -0.1], [0.1, 0.2, 0.5], [0.1, 0.0, 0.1], [-0.1, 0.1, 0.1], [0.6, 0.2, -0.1], [0.1, 0.1, -0.1], [0.1, 0.0, 0.1], [0.1, 0.1, -0.1]], "nbo_charge": [-0.6690, -0.1287, -0.0231, -0.7103, -0.2486, -0.1310, -0.7429, 0.2268, 0.2190, 0.2080, -0.0143, 0.2110, 0.2570, 0.5021, 0.2099, 0.0043, 0.1660, 0.1849, 0.4788], "charge": 0, "lumo_energy_ev": [0.22, 0.57], "gap_ev": [7.603, 8.078], "homo_energy_ev": [-7.386, -7.511], "largest_force_ev_per_a": 1.42, "total_energy_ev": -9469.3840}


What did the first record say?
{"formula": "C5H12O2", "method": "the ωB97M-V functional and the def2-TZVPD basis", "elements": ["C", "C", "C", "O", "C", "C", "O", "H", "H", "H", "H", "H", "H", "H", "H", "H", "H", "H", "H"], "coordinates": [[2.410389, -0.980145, 0.075200], [1.625373, 0.262248, 0.360350], [0.215536, 0.316446, 0.497045], [-0.231118, 1.374185, 1.266670], [-0.718795, -0.169212, -0.549960], [-2.175671, -0.334349, -0.247882], [-2.708489, 0.911795, 0.229189], [3.196836, -0.798973, -0.666501], [2.919180, -1.337530, 0.983858], [1.784542, -1.798351, -0.298150], [1.109304, 1.275726, -1.522160], [2.154829, 1.098764, 0.809411], [0.036636, -0.713726, 0.975174], [-1.127936, 1.587327, 0.956500], [-0.298552, -0.861783, -1.275009], [0.355749, 1.191488, -1.707415], [-2.395377, -1.120866, 0.495263], [-2.685430, -0.624862, -1.177006], [-3.467008, 0.721812, 0.795423]], "forces_ev_per_a": [[-0.1, 0.0, -0.1], [1.1, 0.2, 0.0], [-0.8, -1.1, 0.1], [-0.1, 0.3, 0.0], [-0.2, 0.0, -0.3], [0.1, -0.2, -0.2], [-0.3, 0.0, 0.1], [-0.1, 0.0, 0.1], [-0.1, 0.1, -0.1], [0.1, 0.1, 0.0], [-0.4, 0.1, -0.3], [0.0, -0.1, -0.1], [0.1, 0.2, 0.5], [0.1, 0.0, 0.1], [-0.1, 0.1, 0.1], [0.6, 0.2, -0.1], [0.1, 0.1, -0.1], [0.1, 0.0, 0.1], [0.1, 0.1, -0.1]], "nbo_charge": [-0.6690, -0.1287, -0.0231, -0.7103, -0.2486, -0.1310, -0.7429, 0.2268, 0.2190, 0.2080, -0.0143, 0.2110, 0.2570, 0.5021, 0.2099, 0.0043, 0.1660, 0.1849, 0.4788], "charge": 0, "lumo_energy_ev": [0.22, 0.57], "gap_ev": [7.603, 8.078], "homo_energy_ev": [-7.386, -7.511], "largest_force_ev_per_a": 1.42, "total_energy_ev": -9469.3840}


Question: charge of number 1 (C5H12O2)?
Answer: 0